[1]
CH4N4 | ωB97M-V/def2-TZVPD

Values from the calculation:
Charge: 0
Relative energy (zero: lowest compared OMol25 entry of this formula, charge and spin) (kJ/mol): 523.8
E (hartree): -259.36043
Gap between HOMO and LUMO (eV): 9.88
HOMO level (eV): -9.0

Element x y z (Å)
C -0.19943 0.50888 -1.08905
N 0.94746 1.15737 -1.00616
N 1.30861 0.48472 0.15935
N 0.11787 -0.32627 0.06192
N -0.71150 -0.86210 1.13560
H -1.08345 0.70235 -1.75514
H 2.17447 -0.02493 0.06517
H -1.01139 -0.14136 1.73439
H -1.54263 -1.49867 0.69392

=====

[2]
C34H36As2NiO8P2S2 | ωB97M-V/def2-TZVPD

Values from the calculation:
Spin multiplicity: 3
Charge: 0
E (hartree): -9378.18134
⟨S²⟩: 2.00
Gap between HOMO and LUMO (spin up / spin down) (eV): 7.92 / 7.98
HOMO level (spin up / spin down) (eV): -7.8 / -7.9

Element x y z (Å)
Ni -0.86729 -0.83582 -0.99886
O 1.11371 -0.28252 -0.75886
P 2.11881 0.08078 0.26494
C 1.73581 -0.92672 1.76494
P -0.01379 -0.58542 2.23724
O -0.92839 -0.34402 1.09594
C 0.09441 0.86408 3.33794
C -0.69169 1.96998 3.04474
C -0.60099 3.11378 3.81894
C 0.27461 3.15728 4.89214
C 1.04161 2.04558 5.20414
C 0.95131 0.90208 4.43194
C -0.45529 -2.07652 3.18724
C 0.43261 -2.66292 4.08134
C 0.09581 -3.84272 4.71764
C -1.12729 -4.44392 4.46644
C -2.01129 -3.85922 3.57544
C -1.67899 -2.67852 2.93314
C 1.96301 1.80888 0.79204
C 2.79061 2.34698 1.76884
C 2.59211 3.64878 2.18744
C 1.57431 4.41028 1.63534
C 0.76731 3.87928 0.64364
C 0.96611 2.57968 0.21354
C 3.84231 -0.31272 -0.13236
C 4.24061 -0.06002 -1.45016
C 5.57081 -0.26882 -1.81396
C 6.48971 -0.68912 -0.87336
C 6.08521 -0.95832 0.42664
C 4.76431 -0.77952 0.79404
H 2.39471 -0.73622 2.60764
H 1.81011 -1.97472 1.45284
H -1.35539 1.92018 2.19304
H -1.21269 3.97218 3.58324
H 0.36211 4.05478 5.48684
H 1.71191 2.07068 6.05224
H 1.55111 0.04068 4.68774
H 1.39541 -2.21272 4.26904
H 0.79481 -4.29272 5.40574
H -1.38349 -5.37202 4.95764
H -2.96209 -4.32452 3.37284
H -2.34039 -2.23062 2.20414
H 3.58501 1.74588 2.18834
H 3.22681 4.07648 2.94714
H 1.40791 5.41818 1.98594
H -0.01299 4.47628 0.19924
H 0.34611 2.14148 -0.55686
H 2.80791 -0.31892 -2.73546
H 5.84251 -0.08322 -2.84156
H 7.52571 -0.81922 -1.15126
H 6.80401 -1.30762 1.15374
H 4.45561 -1.00692 1.80584
O 0.33951 1.79658 -3.20746
As -1.30709 1.17328 -3.42726
O -2.18539 2.47888 -3.84576
O -1.84409 0.54868 -1.97786
C -1.10419 -0.09082 -4.90526
C -1.78069 0.02828 -6.10776
C -1.46899 -0.84922 -7.13606
C -0.49979 -1.82662 -6.96346
C 0.17131 -1.94012 -5.75456
C -0.14029 -1.05892 -4.74346
S 0.57151 -0.96242 -3.05186
O 3.35241 0.43998 -2.31916
O 1.96081 -1.46162 -3.24056
O -0.30779 -2.02402 -2.43016
H 0.34581 2.71458 -3.49296
H -2.52369 0.80858 -6.22626
H -1.97949 -0.76652 -8.08536
H -0.26399 -2.48642 -7.78656
H 0.93801 -2.67992 -5.58496
C -4.63809 0.93808 -2.28336
As -4.33139 -0.53742 -1.03476
C -4.96959 0.21218 0.67094
C -5.81389 -1.71262 -1.57286
S -2.85039 -1.99832 -0.59486
H -5.69179 1.20818 -2.18806
H -4.41829 0.61558 -3.30096
H -3.99599 1.78878 -2.06156
H -5.84389 0.83978 0.50154
H -4.17209 0.80808 1.11264
H -5.22249 -0.61042 1.34234
H -6.76919 -1.19012 -1.58446
H -5.85359 -2.56792 -0.89786
H -5.58779 -2.07432 -2.57786

=====

[3]
C3H10N3 | ωB97M-V/def2-TZVPD

Values from the calculation:
Charge: +1
Relative energy (zero: lowest compared OMol25 entry of this formula, charge and spin) (kJ/mol): 554.4
SMILES: CN(C)/[NH+]=C\N
E (hartree): -284.16482
Gap between HOMO and LUMO (spin up / spin down) (eV): 7.88 / 7.88
HOMO level (spin up / spin down) (eV): -12.7 / -12.7

Element x y z (Å)
C -0.42795 1.63350 1.29293
N -0.42597 0.32372 0.69872
C 0.14633 -0.73182 1.43392
N -0.87797 -0.00562 -0.48573
C 0.26887 -0.30973 -1.87060
N 0.84866 -1.37852 -2.08073
H -0.84658 2.40146 0.64279
H -1.13139 1.61384 2.20525
H 0.60859 1.97722 1.45932
H 1.19218 -0.40106 1.83573
H -0.37767 -0.89112 2.30874
H 0.17084 -1.48188 0.71026
H -1.46327 0.63014 -1.04161
H -0.06675 0.18712 -2.72356
H 0.90128 -1.83440 -3.01174
H 1.48080 -1.73285 -1.37369

=====

[4]
C28H22F2O4S2 | ωB97M-V/def2-TZVPD

Values from the calculation:
Charge: 0
SMILES: O=S(=O)(C=[S@](=O)(O[C@H](/C=C/c1cccc(F)c1)c1cccc(F)c1)c1ccccc1)c1ccccc1
E (hartree): -2377.10064
Gap between HOMO and LUMO (eV): 8.14
HOMO level (eV): -8.5

Element x y z (Å)
O 0.53810 -2.62139 3.94059
S 0.36372 -1.64083 2.88263
O 0.92593 -0.31094 2.99340
C 0.95121 -2.35942 1.40700
S 1.97493 -1.60572 0.37249
O 3.17651 -0.92064 0.80642
O 0.75366 -0.59518 -0.05410
C 1.03585 0.83029 -0.02760
C -0.26879 1.53650 0.09192
C -0.55720 2.39312 1.09826
C -1.75563 3.20310 1.18598
C -2.03631 3.90679 2.38029
C -3.20721 4.64606 2.52678
C -4.15818 4.68230 1.49266
C -3.88083 3.96846 0.32777
F -4.79668 4.00377 -0.69898
C -2.70304 3.24825 0.13534
C 1.74724 0.92635 -1.36256
C 3.13901 0.99997 -1.40782
C 3.79032 0.81086 -2.62035
C 3.06420 0.53220 -3.78328
C 1.67314 0.55150 -3.71482
F 0.94225 0.33782 -4.85811
C 0.99491 0.74202 -2.51589
C 2.33097 -2.48863 -1.12526
C 3.66855 -2.77101 -1.44543
C 3.95528 -3.52254 -2.58195
C 2.91991 -3.99023 -3.39054
C 1.59711 -3.66287 -3.09194
C 1.29423 -2.90596 -1.96003
C -1.41164 -1.39209 2.63786
C -1.86770 -0.08195 2.56460
C -3.18468 0.17297 2.18732
C -4.07601 -0.88604 2.02686
C -3.64900 -2.19626 2.26080
C -2.31114 -2.46088 2.57039
H 0.93332 -3.44859 1.40345
H 1.68152 1.12801 0.81038
H -0.99367 1.27670 -0.67316
H 0.13536 2.45824 1.94545
H -1.31797 3.84082 3.20317
H -3.38580 5.21207 3.44531
H -5.06440 5.28394 1.56078
H -2.53073 2.69388 -0.78279
H 3.67193 1.17740 -0.47285
H 4.88223 0.80811 -2.63008
H 3.55401 0.35447 -4.74170
H -0.09335 0.69002 -2.47002
H 4.46492 -2.37667 -0.81333
H 4.99571 -3.73253 -2.82475
H 3.14566 -4.60377 -4.26173
H 0.78082 -3.98970 -3.73145
H 0.27151 -2.61554 -1.71974
H -1.18293 0.73644 2.77800
H -3.49807 1.20083 2.02388
H -5.10339 -0.67946 1.73223
H -4.35779 -3.02057 2.19809
H -1.96188 -3.47383 2.77015

=====

[5]
C7H16N2 | ωB97M-V/def2-TZVPD

Values from the calculation:
Charge: 0
Relative energy (zero: lowest compared OMol25 entry of this formula, charge and spin) (kJ/mol): 321.0
SMILES: C=C[C@H](C)[C@@H](N)[C@H](C)N
E (hartree): -385.71832
Gap between HOMO and LUMO (eV): 9.01
HOMO level (eV): -8.0

Element x y z (Å)
C 3.08390 -0.82121 1.17894
C 2.47907 -0.24362 0.13851
C 0.70014 -0.61269 -0.12650
C 0.53546 -1.34450 -1.44712
C 0.05912 0.70614 0.02476
N 0.19012 1.61116 -1.04807
C -1.64574 0.00721 0.36708
C -2.65802 1.00632 -0.15998
N -1.81762 -0.18384 1.78523
H 2.53082 -1.48960 1.84372
H 4.13435 -0.66201 1.42005
H 3.05871 0.44412 -0.47900
H 0.54178 -1.26441 0.73144
H -0.04059 -0.79918 -2.20074
H 1.49949 -1.57617 -1.90958
H 0.01702 -2.29460 -1.29780
H 0.29535 1.19547 0.97146
H -0.48776 2.16462 -1.55263
H 0.98047 1.45462 -1.66315
H -1.80752 -0.95148 -0.12846
H -2.48470 2.00739 0.24656
H -2.59661 1.07195 -1.24972
H -3.68294 0.70110 0.08612
H -1.13517 -0.82375 2.17934
H -1.74913 0.69700 2.28955

=====

[6]
C5H10O2 | ωB97M-V/def2-TZVPD

Values from the calculation:
Charge: 0
Relative energy (zero: lowest compared OMol25 entry of this formula, charge and spin) (kJ/mol): 242.9
E (hartree): -346.93293
Gap between HOMO and LUMO (eV): 10.19
HOMO level (eV): -9.4

Element x y z (Å)
O 1.87096 0.03253 1.31439
C 1.89162 -0.48906 -0.00174
C 0.47251 -0.89186 -0.36703
C -0.50930 0.27917 -0.34922
C -2.00260 -0.04030 -0.56684
O -2.35456 0.48307 0.71821
C -1.03189 1.00493 0.90425
H 2.74660 0.37680 1.52359
H 2.55891 -1.36333 -0.07661
H 2.25312 0.26539 -0.71994
H 0.15547 -1.71823 0.28578
H 0.48976 -1.29283 -1.39247
H -0.15358 1.09123 -0.97992
H -2.28683 -1.09981 -0.65516
H -2.47281 0.53603 -1.37578
H -0.98403 2.09280 0.68642
H -0.64026 0.80687 1.90472

=====

[7]
C9H30NO8Y | ωB97M-V/def2-TZVPD

Values from the calculation:
Charge: 0
Relative energy (zero: lowest compared OMol25 entry of this formula, charge and spin) (kJ/mol): 253.2
E (hartree): -1055.68923
Gap between HOMO and LUMO (eV): 2.39
HOMO level (eV): -5.0

Element x y z (Å)
Y -3.31754 -16.60910 -21.79616
C -2.22374 -21.59490 -17.27488
C -2.88328 -20.68522 -18.37630
C -3.93299 -21.41084 -19.22183
C -5.27641 -21.56334 -18.49732
C -5.84137 -20.25026 -18.04006
C -4.80966 -19.43516 -17.18808
N -3.46225 -19.37507 -17.91659
O -2.45037 -18.51984 -17.25078
C -4.96734 -19.99918 -15.78970
C -5.37819 -17.98834 -17.17992
C -1.73778 -20.46074 -19.47420
H -1.81960 -20.93234 -16.50951
H -1.42311 -22.18918 -17.71522
H -2.90035 -22.29317 -16.78221
H -3.70499 -22.46635 -19.37025
H -3.96032 -20.84699 -20.15425
H -5.03415 -22.20929 -17.65342
H -5.99877 -22.06931 -19.13785
H -6.71528 -20.64815 -17.52425
H -6.40362 -19.66944 -18.77124
H -4.34573 -19.51273 -15.03798
H -4.83177 -21.06570 -15.61014
H -5.96983 -19.76203 -15.43350
H -4.85202 -17.33436 -16.48454
H -6.39865 -17.97594 -16.79702
H -5.51957 -17.44625 -18.11494
H -0.89069 -19.94432 -19.02270
H -2.14810 -19.79667 -20.23495
H -1.46175 -21.36675 -20.01370
O -4.63681 -15.45311 -20.28656
H -5.44824 -15.67441 -19.78943
O -2.38592 -16.96894 -19.72584
H -2.01662 -17.84503 -19.95082
O -7.11331 -14.84960 -21.32262
H -6.87264 -14.08372 -21.84390
H -6.29327 -15.13121 -20.91709
O -4.60032 -18.29253 -20.48455
H -5.50236 -18.53682 -20.69163
H -4.37414 -18.83052 -19.72583
O -4.16507 -14.41471 -22.93798
H -4.74814 -14.56080 -23.68291
H -4.08964 -13.46255 -22.87538
O -3.78902 -15.52029 -17.92086
H -4.43951 -15.07021 -17.38186
H -4.11632 -15.43173 -18.81600
O -5.38268 -12.73010 -20.00177
H -5.04850 -13.62498 -19.94057
H -5.49444 -12.45295 -19.09241

=====

[8]
C2H4N2OS | ωB97M-V/def2-TZVPD

Values from the calculation:
Charge: 0
Relative energy (zero: lowest compared OMol25 entry of this formula, charge and spin) (kJ/mol): 208.8
SMILES: [H]/N=C\N(S)C=O
E (hartree): -661.50601
Gap between HOMO and LUMO (eV): 10.20
HOMO level (eV): -9.8

Element x y z (Å)
H 2.22524 -1.67596 0.16485
N 2.33151 -0.76470 0.65329
C 1.44752 0.08476 0.49585
N 0.11775 -0.03719 0.11562
S -0.79009 1.45001 -0.05637
C -0.47913 -1.18405 -0.35493
O -1.58935 -1.18648 -0.82388
H 1.63874 1.11102 0.73095
H -1.75186 1.06336 0.80868
H 0.28890 -1.99774 -0.43934

=====

[9]
C40H51B2CoN9S | ωB97M-V/def2-TZVPD

Values from the calculation:
Charge: +1
Relative energy (zero: lowest compared OMol25 entry of this formula, charge and spin) (kJ/mol): 302.8
E (hartree): -3878.11733
Gap between HOMO and LUMO (spin up / spin down) (eV): 7.05 / 7.27
HOMO level (spin up / spin down) (eV): -11.1 / -11.1

Element x y z (Å)
Co 0.21924 -0.35474 1.12415
C -1.90308 -0.45923 6.03887
C -1.94486 -0.21395 4.57223
C -2.98930 0.21361 3.77309
C -2.50959 0.15888 2.45862
N -1.21164 -0.18262 2.48773
N -0.89488 -0.46334 3.76629
B 0.20645 -1.55123 3.86854
N -0.12229 -2.60932 2.75211
N -0.19424 -2.29198 1.41949
C -0.39550 -3.42788 0.74689
C -0.44809 -4.49347 1.65075
C -0.26447 -3.93798 2.90162
C -0.21768 -4.62178 4.22293
C -0.59072 -3.49746 -0.70126
C -0.09370 -2.52434 -1.55810
C -0.30884 -2.62426 -2.92598
C -1.02353 -3.68681 -3.45286
C -1.52724 -4.66305 -2.60201
C -1.31252 -4.56944 -1.23993
N 1.57300 -0.98348 3.53548
N 1.81474 -0.78109 2.21782
C 3.13959 -0.75189 2.04828
C 3.75872 -0.87914 3.29598
C 2.73824 -1.04489 4.20922
C 2.79840 -1.30810 5.67106
C 3.77350 -0.74274 0.72406
C 3.34457 -1.65655 -0.24056
C 3.91043 -1.64946 -1.50418
C 4.91343 -0.73794 -1.80765
C 5.36178 0.15063 -0.84142
C 4.79850 0.14672 0.42393
C -3.38964 -0.01629 1.30227
C -4.64839 0.60493 1.24941
C -5.56514 0.17120 0.32301
C -5.29128 -0.88064 -0.57067
C -4.04786 -1.43748 -0.59681
C -3.05744 -0.95246 0.29673
H -2.83226 -0.12952 6.49769
H -1.08060 0.08259 6.50503
H -1.77153 -1.52032 6.25204
H -3.99431 0.42661 4.09207
H 0.17878 -2.05823 4.93808
H -0.58175 -5.53741 1.43536
H -0.40939 -5.68429 4.09300
H -0.96632 -4.21824 4.90412
H 0.75999 -4.50603 4.69149
H 0.49362 -1.69792 -1.17379
H 0.09632 -1.86841 -3.58656
H -1.18504 -3.75630 -4.52015
H -2.08911 -5.49743 -2.99953
H -1.72607 -5.32722 -0.58955
H 4.81657 -0.90980 3.48892
H 3.81839 -1.18115 6.02664
H 2.48436 -2.32785 5.89761
H 2.15441 -0.62629 6.22550
H 2.56497 -2.36848 0.00514
H 3.57462 -2.35973 -2.24889
H 5.35606 -0.72967 -2.79500
H 6.14973 0.85305 -1.07804
H 5.13341 0.85592 1.17029
H -4.89724 1.40791 1.92807
H -6.53516 0.64982 0.28953
H -6.06118 -1.21393 -1.25234
H -3.78084 -2.21495 -1.29917
H -2.17342 -1.56335 0.40440
C 0.76009 6.95827 -2.98504
C -0.29859 6.09739 -2.31256
C 0.31133 5.01169 -1.43524
C -0.74919 4.13239 -0.78584
N -0.17254 2.97399 -0.11247
C 0.03589 1.74889 -0.72906
S 1.44237 0.93163 0.08233
N 0.14082 1.83759 -2.10577
C 0.31544 0.61826 -2.87819
C 0.72962 0.94268 -4.30509
C 2.10746 1.58865 -4.39641
C 2.49941 1.91546 -5.82981
H 0.31394 7.72150 -3.62225
H 1.42229 6.35141 -3.60557
H 1.37984 7.46557 -2.24355
H -0.94138 5.63719 -3.07070
H -0.95945 6.72750 -1.70905
H 0.92386 5.46460 -0.64954
H 0.99533 4.39068 -2.02179
H -1.51568 3.82745 -1.50106
H -1.27431 4.70682 -0.02033
H -0.32092 2.90728 0.88028
H -0.57720 2.43310 -2.49933
H -0.60364 0.02007 -2.87109
H 1.10627 0.03391 -2.39732
H -0.02463 1.59524 -4.75934
H 0.71063 0.02179 -4.89587
H 2.84558 0.91401 -3.94935
H 2.12205 2.49456 -3.78558
H 2.53280 1.01582 -6.44719
H 3.47938 2.38974 -5.87971
H 1.77949 2.59780 -6.28587
B -3.14157 1.54865 -1.47099
C -2.22032 0.65206 -0.54978
N -1.05264 0.59009 -0.16415
H -3.32966 2.53034 -0.78801
H -4.18168 1.05423 -1.77301
H -2.48616 1.72143 -2.46780

=====

Results for largest force on an atom: 4.05 3.61 4.51 2.59 5.78 0.76 7.10 2.85 1.19 (in eV/A, following the order of the records).
Results for molar mass: 72.07 907.27 88.13 524.61 128.22 102.13 369.24 104.13 770.53 (in g/mol, following the order of the records).